Entry 1:
# C4H13BrMnNO2

A molecular structure, C4H13BrMnNO2 (ωB97M-V with the def2-TZVPD basis set, the Open Molecules 2025 dataset).

Calculated values
E   -111297.3772 eV
Total charge   +1
Multiplicity   6
M   242.0 g/mol

Last column: Löwdin spin population.
CARTESIAN COORDINATES (ANGSTROEM)
Mn  0.502  -5.779  1.292  4.90
Br  0.221  -3.448  0.420  0.10
C  -0.118  1.765  -1.348  0.00
C  -0.023  0.477  -0.544  0.00
C  0.095  0.763  0.953  0.00
O  1.367  1.327  1.209  0.00
C  1.353  2.165  2.360  0.00
N  -1.219  -0.367  -0.821  0.00
H  -0.019  1.610  -2.418  0.00
H  0.672  2.448  -1.027  0.00
H  -1.074  2.248  -1.118  0.00
H  0.864  -0.053  -0.901  0.00
H  -0.013  -0.179  1.504  0.00
H  -0.692  1.477  1.219  0.00
H  0.999  3.162  2.101  0.00
H  2.347  2.226  2.803  0.00
H  0.749  1.687  3.139  0.00
H  -2.009  0.084  -0.361  0.00
H  -1.053  -1.238  -0.321  0.00
O  -0.950  -3.765  -2.957  0.00
H  -0.644  -3.704  -2.047  0.00
H  -1.356  -2.906  -3.138  0.00

Entry 2:
# C28H49ClN7O4Pb

A molecular structure, C28H49ClN7O4Pb (ωB97M-V with the def2-TZVPD basis set, the Open Molecules 2025 dataset).

Calculated values
E   -66195.9400 eV
Total charge   +2
Multiplicity   2
M   790.4 g/mol

Last column: Löwdin spin population.
CARTESIAN COORDINATES (ANGSTROEM)
Pb  -0.072  0.765  -0.831  0.00
Cl  1.532  3.904  -1.211  -0.07
O  0.677  5.020  -1.402  0.13
O  2.965  4.259  -1.217  0.54
O  1.262  3.302  0.055  0.36
O  1.333  2.854  -2.174  0.04
C  -0.959  -0.765  5.246  0.00
C  -1.054  0.743  5.299  0.00
C  -1.839  1.375  4.109  0.00
C  -1.314  1.098  2.787  0.00
N  -0.945  0.848  1.632  0.00
H  -0.406  -1.232  6.060  0.00
H  -0.405  -1.207  4.418  0.00
H  -1.960  -1.193  5.186  0.00
H  0.001  1.018  5.268  0.00
H  -1.434  1.123  6.248  0.00
H  -1.880  2.459  4.213  0.00
H  -2.870  1.036  4.009  0.00
C  2.990  -0.315  4.336  0.00
C  3.988  0.721  3.786  0.00
C  4.223  0.580  2.234  0.00
C  3.000  0.438  1.454  0.00
N  2.044  0.226  0.825  0.00
H  2.024  -0.230  3.838  0.00
H  2.806  -0.129  5.395  0.00
H  3.415  -1.281  4.064  0.00
H  4.929  0.844  4.322  0.00
H  3.493  1.679  3.944  0.00
H  4.846  -0.302  2.085  0.00
H  4.791  1.442  1.884  0.00
C  -1.089  -5.837  -0.251  0.00
C  0.375  -5.706  -0.385  0.00
C  0.696  -4.505  -1.301  0.00
C  0.177  -3.145  -0.916  0.00
N  -0.162  -2.058  -0.657  0.00
H  -1.403  -4.884  0.175  0.00
H  -1.475  -6.592  0.434  0.00
H  -1.654  -6.073  -1.153  0.00
H  0.759  -6.677  -0.700  0.00
H  0.818  -5.500  0.589  0.00
H  0.339  -4.615  -2.325  0.00
H  1.785  -4.460  -1.338  0.00
C  -4.496  -1.681  2.253  0.00
C  -5.465  -1.896  1.056  0.00
C  -4.819  -2.072  -0.322  0.00
C  -3.687  -1.131  -0.497  0.00
N  -2.818  -0.357  -0.660  0.00
H  -5.051  -1.683  3.191  0.00
H  -3.921  -0.755  2.253  0.00
H  -3.747  -2.472  2.260  0.00
H  -6.013  -0.953  1.056  0.00
H  -6.282  -2.600  1.213  0.00
H  -5.520  -1.833  -1.121  0.00
H  -4.437  -3.061  -0.576  0.00
C  0.436  -2.962  -5.137  0.00
C  1.550  -1.845  -4.967  0.00
C  1.015  -0.399  -5.019  0.00
C  -0.041  -0.063  -4.039  0.00
N  -0.842  0.238  -3.279  0.00
H  0.816  -3.915  -4.770  0.00
H  0.028  -3.031  -6.146  0.00
H  -0.476  -2.931  -4.541  0.00
H  2.313  -1.844  -5.745  0.00
H  2.059  -1.871  -4.004  0.00
H  0.729  -0.103  -6.028  0.00
H  1.819  0.224  -4.626  0.00
C  5.326  2.044  -1.134  0.00
C  5.604  0.769  -1.932  0.00
C  4.833  -0.468  -1.567  0.00
C  3.362  -0.497  -1.809  0.00
N  2.172  -0.541  -1.941  0.00
H  5.543  2.953  -1.696  0.00
H  5.957  2.092  -0.246  0.00
H  4.294  2.040  -0.783  0.00
H  6.666  0.526  -1.908  0.00
H  5.289  0.960  -2.958  0.00
H  5.054  -0.713  -0.528  0.00
H  5.328  -1.323  -2.027  0.00
C  -3.606  6.476  -1.523  0.00
C  -4.667  5.419  -1.083  0.00
C  -4.056  4.285  -0.194  0.00
C  -3.029  3.391  -0.719  0.00
N  -2.250  2.639  -1.133  0.00
H  -4.152  7.290  -2.001  0.00
H  -2.874  6.125  -2.250  0.00
H  -3.055  7.010  -0.750  0.00
H  -5.291  5.051  -1.898  0.00
H  -5.380  6.015  -0.514  0.00
H  -4.962  3.728  0.045  0.00
H  -3.603  4.697  0.708  0.00

Which formula does entry 1 have?
C4H13BrMnNO2

Please write out number 1 again, unchanged.
# C4H13BrMnNO2

A molecular structure, C4H13BrMnNO2 (ωB97M-V with the def2-TZVPD basis set, the Open Molecules 2025 dataset).

Calculated values
E   -111297.3772 eV
Total charge   +1
Multiplicity   6
M   242.0 g/mol

Last column: Löwdin spin population.
CARTESIAN COORDINATES (ANGSTROEM)
Mn  0.502  -5.779  1.292  4.90
Br  0.221  -3.448  0.420  0.10
C  -0.118  1.765  -1.348  0.00
C  -0.023  0.477  -0.544  0.00
C  0.095  0.763  0.953  0.00
O  1.367  1.327  1.209  0.00
C  1.353  2.165  2.360  0.00
N  -1.219  -0.367  -0.821  0.00
H  -0.019  1.610  -2.418  0.00
H  0.672  2.448  -1.027  0.00
H  -1.074  2.248  -1.118  0.00
H  0.864  -0.053  -0.901  0.00
H  -0.013  -0.179  1.504  0.00
H  -0.692  1.477  1.219  0.00
H  0.999  3.162  2.101  0.00
H  2.347  2.226  2.803  0.00
H  0.749  1.687  3.139  0.00
H  -2.009  0.084  -0.361  0.00
H  -1.053  -1.238  -0.321  0.00
O  -0.950  -3.765  -2.957  0.00
H  -0.644  -3.704  -2.047  0.00
H  -1.356  -2.906  -3.138  0.00

Look up the total charge of the first one.
+1

Among the records above, which one has the highest E?
C28H49ClN7O4Pb